Entry 1:
Computed, not measured: an isolated ion of composition C4H5O5S and charge -1 in a non-equilibrium geometry, with ωB97M-V/def2-TZVPD.

Structure (XYZ):
```
15
C4H5O5S ωB97M-V/def2-TZVPD
C 0.806 -0.094 0.882
C -0.637 1.252 -2.093
C 0.284 -0.542 2.123
C -0.121 0.216 -1.398
O 1.997 -0.185 0.467
O -0.191 0.353 0.017
O -0.051 -2.757 0.325
O -0.871 -3.016 2.687
O 0.112 -1.010 -1.925
S 0.256 -2.617 1.805
H -0.876 2.291 -1.844
H -0.553 1.249 -3.220
H 1.084 -0.649 2.821
H -0.735 -0.394 2.441
H 0.257 -1.774 -1.227
```

As for the orbital gap: 8.11 eV. The HOMO energy comes out at -4.37 eV. Its charge is -1. Its energy above the lowest of the compared OMol25 structures with the same formula, charge and spin is 93.0 kJ/mol.

Entry 2:
Computed, not measured: a 5-piece molecular cluster, H10O5 overall in a non-equilibrium geometry, with ωB97M-V/def2-TZVPD.

Structure (XYZ):
```
15
H10O5 ωB97M-V/def2-TZVPD
O -11.169 -21.841 1.874
H -10.451 -22.507 1.767
H -11.877 -22.255 1.392
O -8.047 -24.456 5.845
H -8.543 -24.433 5.032
H -7.200 -24.069 5.634
O -10.198 -24.324 3.584
H -9.354 -24.511 3.118
H -10.880 -24.756 3.108
O -9.363 -23.710 0.676
H -9.966 -24.243 0.208
H -8.518 -24.054 0.376
O -7.545 -24.115 2.892
H -7.370 -23.259 3.246
H -6.807 -24.627 3.233
```

As for the orbital gap: 10.68 eV. The HOMO energy comes out at -10.57 eV. Its energy above the lowest of the compared OMol25 structures with the same formula, charge and spin is 124.6 kJ/mol.

Entry 3:
Computed, not measured: C48H48Cl2HgN4O6P3Se2 as an isolated structure in a non-equilibrium geometry, with ωB97M-V/def2-TZVPD.

Structure (XYZ):
```
114
C48H48Cl2HgN4O6P3Se2 ωB97M-V/def2-TZVPD
Hg 12.658 15.168 11.347
Se 14.317 13.092 18.689
P 13.088 12.409 17.017
C 11.464 12.657 17.786
C 10.893 11.647 18.564
C 9.534 11.841 18.927
C 8.814 12.968 18.517
C 9.501 14.053 17.980
C 10.892 13.930 17.730
C 13.554 10.674 16.716
C 12.599 9.639 16.786
C 13.112 8.329 16.646
C 14.402 8.071 16.294
C 15.246 9.129 16.041
C 14.825 10.415 16.200
C 13.301 13.423 15.613
C 12.777 13.522 14.276
N 13.368 14.587 13.692
N 14.225 15.151 14.585
N 14.103 14.481 15.802
P 11.508 12.608 13.264
Se 10.516 14.268 12.078
C 10.090 11.786 14.049
C 9.937 10.406 13.752
C 8.756 9.806 14.170
C 7.877 10.534 15.058
C 8.078 11.889 15.342
C 9.199 12.559 14.850
C 12.131 11.396 12.102
C 13.278 10.635 12.527
C 13.679 9.562 11.799
C 13.151 9.337 10.502
C 12.079 10.138 10.068
C 11.473 11.061 10.933
H 11.448 10.694 18.746
H 9.146 11.135 19.660
H 7.715 13.057 18.742
H 8.911 14.907 17.704
H 11.571 14.794 17.679
H 11.569 9.785 17.022
H 12.353 7.528 16.830
H 14.785 7.039 16.219
H 16.241 8.866 15.700
H 15.654 11.200 16.141
H 10.749 9.847 13.329
H 8.545 8.788 13.831
H 7.077 9.982 15.555
H 7.289 12.392 15.917
H 9.450 13.586 15.141
H 13.774 10.828 13.471
H 14.491 8.969 12.188
H 13.493 8.564 9.848
H 11.628 9.966 9.124
H 10.550 11.530 10.581
C 16.009 18.837 12.574
C 16.214 17.789 11.518
C 17.414 18.079 10.577
C 16.466 16.371 12.219
O 14.994 17.729 10.711
P 14.635 16.721 9.497
O 15.544 16.665 8.309
O 14.416 15.306 10.239
O 13.085 17.109 9.271
C 12.639 18.383 8.769
C 13.143 18.506 7.301
C 13.222 19.523 9.621
C 11.101 18.347 8.783
H 16.773 18.716 13.364
H 15.070 18.822 13.099
H 16.114 19.851 12.134
H 18.286 18.369 11.182
H 17.242 19.012 9.912
H 17.535 17.288 9.823
H 17.397 16.538 12.776
H 16.527 15.687 11.406
H 15.660 16.001 12.899
H 14.279 18.477 7.189
H 12.710 19.401 6.802
H 12.806 17.600 6.706
H 14.295 19.762 9.451
H 13.061 19.281 10.673
H 12.550 20.400 9.346
H 10.649 17.521 8.180
H 10.755 19.315 8.463
H 10.851 18.129 9.819
Cl 10.423 23.688 13.988
C 11.170 23.177 15.459
C 11.260 24.059 16.531
C 12.096 23.762 17.622
C 12.897 22.590 17.642
C 12.671 21.643 16.620
Cl 13.358 20.053 16.565
C 11.664 21.875 15.607
N 11.212 20.783 14.904
C 9.923 20.461 14.576
C 8.831 21.320 14.825
C 7.535 20.987 14.420
C 7.252 19.769 13.911
C 8.287 18.781 13.809
C 9.575 19.062 14.222
C 10.621 17.946 14.247
C 11.794 18.220 13.192
O 12.514 19.217 13.496
O 11.934 17.565 12.136
H 10.700 24.964 16.399
H 11.980 24.386 18.530
H 13.666 22.372 18.365
H 11.990 20.074 14.419
H 8.986 22.322 15.334
H 6.690 21.652 14.509
H 6.227 19.418 13.776
H 7.990 17.825 13.405
H 10.256 16.997 13.895
H 11.157 17.930 15.164
```

As for the orbital gap (spin up / spin down): 3.85 / 6.85 eV. The HOMO energy (spin up / spin down) comes out at -0.07 / -3.08 eV. Its charge is -2. The spin multiplicity is 2.

Entry 4:
Computed, not measured: a 2-piece molecular cluster, C9H14O overall in a non-equilibrium geometry, with ωB97M-V/def2-TZVPD.

Structure (XYZ):
```
24
C9H14O ωB97M-V/def2-TZVPD
C -1.432 2.765 -1.111
C -2.664 3.380 -0.499
H -1.593 1.696 -0.921
H -1.329 2.863 -2.182
H -0.531 3.342 -0.761
H -3.572 3.367 -1.118
H -2.491 4.431 -0.238
H -2.970 2.755 0.361
C 0.397 -3.354 1.828
C 0.990 0.120 0.566
C 0.594 -0.929 1.424
C 1.531 -0.244 -0.666
C 0.857 -2.212 0.955
C 1.815 -1.548 -1.141
C 1.367 -2.561 -0.305
O 1.849 0.698 -1.590
H 0.820 1.169 0.797
H 0.105 -0.880 2.378
H 1.779 1.615 -1.287
H 2.288 -1.821 -2.029
H 0.839 -3.375 2.841
H 0.563 -4.364 1.398
H 1.510 -3.577 -0.565
H -0.724 -3.334 1.868
```

As for the orbital gap: 8.98 eV. The HOMO energy comes out at -8.11 eV. Its energy above the lowest of the compared OMol25 structures with the same formula, charge and spin is 103.7 kJ/mol.

Entry 5:
Computed, not measured: C21H32Br33NO3 as an isolated structure in a non-equilibrium geometry, with ωB97M-V/def2-TZVPD.

Structure (XYZ):
```
90
C21H32Br33NO3 ωB97M-V/def2-TZVPD
C -2.889 4.071 5.967
O -2.736 4.873 4.835
C -3.940 5.182 4.153
C -4.124 4.309 2.938
N -4.952 3.156 3.295
C -5.132 2.236 2.153
C -5.363 0.847 2.701
C -4.147 -0.072 2.556
C -3.379 -0.233 3.842
C -1.989 0.367 3.854
O -1.307 0.335 2.585
C -1.148 1.693 2.097
C 0.010 2.622 2.705
O -1.843 2.132 1.351
H -3.733 3.407 5.917
H -2.018 3.461 6.047
H -2.985 4.645 6.869
H -4.755 4.951 4.802
H -4.010 6.218 3.917
H -3.138 3.976 2.675
H -4.545 4.870 2.138
H -4.387 2.625 3.940
H -4.299 2.267 1.483
H -6.040 2.532 1.683
H -6.226 0.412 2.242
H -5.580 0.908 3.739
H -3.540 0.226 1.735
H -4.529 -1.035 2.305
H -3.901 0.185 4.674
H -3.277 -1.266 4.073
H -1.973 1.359 4.257
H -1.394 -0.225 4.515
H -0.429 3.040 3.588
H 0.873 2.077 2.936
H 0.257 3.348 1.977
C 1.543 -0.845 0.270
Br 0.793 0.649 1.255
Br 0.813 -1.016 -1.506
Br 3.461 -0.788 0.253
H 1.262 -1.741 0.804
C -0.202 -3.098 3.111
Br -1.148 -3.154 4.781
Br 1.213 -4.406 3.049
Br -1.387 -3.266 1.610
H 0.261 -2.125 3.042
C -1.191 -7.338 2.353
Br -2.138 -7.394 4.023
Br 0.223 -8.639 2.289
Br -2.380 -7.507 0.853
H -0.729 -6.365 2.283
C -4.891 2.179 -3.438
Br -4.378 0.655 -2.392
Br -4.489 3.835 -2.554
Br -4.087 2.105 -5.175
H -5.959 2.135 -3.575
C 2.849 2.669 -3.174
Br 1.938 2.496 -1.484
Br 4.418 1.552 -3.223
Br 1.761 2.354 -4.726
H 3.189 3.690 -3.237
C 7.050 1.000 -0.704
Br 6.813 1.431 1.149
Br 8.342 2.138 -1.553
Br 7.487 -0.861 -0.928
H 6.105 1.172 -1.194
C 5.136 -4.681 -0.806
Br 4.247 -4.766 0.895
Br 6.584 -5.938 -0.923
Br 3.900 -4.880 -2.260
H 5.564 -3.694 -0.887
C -1.146 0.330 -7.108
Br -0.685 0.069 -5.268
Br -0.044 1.682 -7.929
Br -1.107 -1.311 -8.103
H -2.161 0.691 -7.134
C 4.914 -5.958 -6.460
Br 5.456 -7.449 -5.377
Br 5.495 -4.291 -5.704
Br 5.494 -6.152 -8.282
H 3.837 -5.945 -6.469
C 8.809 -0.838 4.084
Br 7.917 0.743 4.722
Br 7.558 -2.244 3.696
Br 9.939 -0.459 2.578
H 9.447 -1.185 4.880
C -0.578 1.053 -12.076
Br 0.894 1.366 -13.269
Br -1.886 2.457 -12.175
Br -1.369 -0.674 -12.361
H -0.183 1.058 -11.072
```

As for the orbital gap: 8.67 eV. The HOMO energy comes out at -9.10 eV.

Entry 6:
Computed, not measured: a 2-piece molecular cluster, C5H11NO2 overall, with ωB97M-V/def2-TZVPD.

Structure (XYZ):
```
19
C5H11NO2 ωB97M-V/def2-TZVPD
C 1.452 -1.815 -0.007
N 0.617 -0.641 0.031
C -2.844 -0.044 0.614
O -2.201 -1.066 0.632
H -0.381 -0.794 0.161
H -3.577 0.157 1.417
H 2.111 -1.867 0.864
H 2.070 -1.830 -0.908
H 0.812 -2.693 -0.010
C 2.533 0.837 -0.109
C -2.704 1.024 -0.403
C 1.041 0.633 0.016
O 0.258 1.568 0.089
H 2.745 1.902 -0.103
H 3.049 0.360 0.720
H -3.505 1.752 -0.353
H -1.740 1.516 -0.209
H -2.630 0.597 -1.402
H 2.894 0.404 -1.039
```

As for the orbital gap: 10.40 eV. The HOMO energy comes out at -9.42 eV. Its energy above the lowest of the compared OMol25 structures with the same formula, charge and spin is 66.6 kJ/mol.